# 1
The following is a quantum chemistry calculation of the molecule C6H10O in a non-equilibrium geometry, from the OMol25 dataset.

Largest force on an atom = 1.678 eV/A
HOMO-LUMO gap (spin up / spin down) = 0.3294 / 0.2860 Ha
HOMO energy (spin up / spin down) = -8.500 / -7.698 eV
Calculated total energy = -8427.1247 eV
Energy above the lowest of the compared OMol25 structures with the same formula, charge and spin = 94.91 kcal per mole

```
! RIJCOSX wB97M-V def2-TZVPD def2/J DEFGRID3
* xyz 0 1
C 1.02 1.76 0.25
C 1.08 0.31 0.57
O 0.15 -0.12 1.58
C -0.60 -1.20 1.05
C -0.47 -1.07 -0.48
C -1.20 0.19 -0.99
C 0.93 -0.57 -0.55
H -0.65 1.11 -0.67
H 1.13 2.05 -0.80
H 1.48 2.44 0.96
H 2.13 0.20 0.93
H -0.20 -2.17 1.39
H -1.63 -1.10 1.40
H -0.71 -1.99 -1.02
H -2.19 0.32 -0.55
H -1.27 0.17 -2.08
H 1.62 -0.68 -1.38
*
```

These are the Löwdin partial charges, in e, on atoms 1 to 2: 0.09 -0.47

# 2
The following is a quantum chemistry calculation of the molecule C6H10O, from the OMol25 dataset.

Largest force on an atom = 0.466 eV/A
HOMO-LUMO gap = 0.3837 Ha
HOMO energy = -9.325 eV
Calculated total energy = -8429.4081 eV
SMILES string = CO[C@@H]1[C@@H]2CC[C@@H]21
Energy above the lowest of the compared OMol25 structures with the same formula, charge and spin = 42.25 kcal per mole

```
! RIJCOSX wB97M-V def2-TZVPD def2/J DEFGRID3
* xyz 0 1
C 2.27 0.19 0.54
O 1.08 -0.42 1.01
C 0.36 -0.97 -0.04
C -0.37 -0.15 -1.06
C -0.96 1.11 -0.43
C -1.73 0.23 0.59
C -1.13 -1.02 -0.05
H 2.95 0.27 1.40
H 2.05 1.19 0.14
H 2.75 -0.42 -0.25
H 0.82 -1.87 -0.47
H -0.22 -0.31 -2.13
H -1.63 1.64 -1.11
H -0.24 1.83 -0.01
H -2.81 0.28 0.44
H -1.51 0.38 1.65
H -1.66 -1.95 -0.22
*
```

These are the Löwdin partial charges, in e, on atoms 1 to 2: -0.09 -0.13

# 3
The following is a quantum chemistry calculation of the molecule C6H10O in a non-equilibrium geometry, from the OMol25 dataset.

Largest force on an atom = 2.184 eV/A
HOMO-LUMO gap = 0.3981 Ha
HOMO energy = -9.639 eV
Calculated total energy = -8429.0593 eV
SMILES string = C1C[C@H](C2CC2)O1
Energy above the lowest of the compared OMol25 structures with the same formula, charge and spin = 50.30 kcal per mole

```
! RIJCOSX wB97M-V def2-TZVPD def2/J DEFGRID3
* xyz 0 1
C 2.16 0.44 0.17
C 1.19 0.18 -0.95
C 0.46 -0.75 0.01
C -1.05 -0.81 0.14
C -1.55 0.31 1.01
C -1.97 0.26 -0.42
O 1.18 0.10 1.17
H 2.95 -0.33 0.18
H 2.64 1.44 0.18
H 1.65 -0.25 -1.84
H 0.56 1.04 -1.19
H 0.85 -1.79 -0.07
H -1.49 -1.80 0.29
H -0.76 0.99 1.29
H -2.25 0.03 1.78
H -3.00 -0.05 -0.62
H -1.57 0.99 -1.12
*
```

These are the Löwdin partial charges, in e, on atoms 1 to 2: -0.23 -0.12

# 4
The following is a quantum chemistry calculation of the molecule C6H10O in a non-equilibrium geometry, from the OMol25 dataset.

Largest force on an atom = 2.109 eV/A
HOMO-LUMO gap = 0.3804 Ha
HOMO energy = -9.277 eV
Calculated total energy = -8429.8335 eV
SMILES string = C1=CCOCCC1
Energy above the lowest of the compared OMol25 structures with the same formula, charge and spin = 32.44 kcal per mole

```
! RIJCOSX wB97M-V def2-TZVPD def2/J DEFGRID3
* xyz 0 1
C 0.46 1.67 -0.10
C 1.44 0.84 0.27
C 1.47 -0.69 0.27
O 0.69 -1.33 -0.75
C -0.66 -1.54 -0.37
C -1.25 -0.21 0.12
C -0.90 1.17 -0.53
H 0.62 2.75 -0.05
H 2.37 1.29 0.61
H 1.16 -1.09 1.26
H 2.52 -0.98 0.09
H -0.85 -2.30 0.48
H -1.20 -2.24 -1.01
H -0.86 -0.18 1.15
H -2.33 -0.34 0.15
H -0.98 1.22 -1.63
H -1.66 1.89 -0.16
*
```

These are the Löwdin partial charges, in e, on atoms 1 to 2: -0.12 -0.08

# 5
The following is a quantum chemistry calculation of the molecule C6H10O, from the OMol25 dataset.

Largest force on an atom = 0.460 eV/A
HOMO-LUMO gap = 0.3722 Ha
HOMO energy = -9.574 eV
Calculated total energy = -8431.0454 eV
SMILES string = CC/C=C\C(C)=O
Energy above the lowest of the compared OMol25 structures with the same formula, charge and spin = 4.50 kcal per mole

```
! RIJCOSX wB97M-V def2-TZVPD def2/J DEFGRID3
* xyz 0 1
C -2.05 -0.23 0.76
C -1.28 1.10 0.80
C -0.44 1.30 -0.43
C 0.67 0.64 -0.78
C 1.30 -0.45 0.02
C 2.26 -1.34 -0.73
O 1.04 -0.64 1.20
H -1.35 -1.07 0.82
H -2.73 -0.30 1.61
H -2.63 -0.32 -0.16
H -2.00 1.92 0.87
H -0.65 1.12 1.69
H -0.80 2.05 -1.14
H 1.14 0.87 -1.73
H 3.15 -0.77 -1.02
H 2.56 -2.18 -0.10
H 1.80 -1.70 -1.66
*
```

These are the Löwdin partial charges, in e, on atoms 1 to 2: -0.10 -0.25

# 6
The following is a quantum chemistry calculation of a cluster of 2 separate species, C6H10O in total, from the OMol25 dataset.

Largest force on an atom = 0.575 eV/A
HOMO-LUMO gap = 0.3170 Ha
HOMO energy = -7.914 eV
Calculated total energy = -8426.7405 eV
Energy above the lowest of the compared OMol25 structures with the same formula, charge and spin = 103.77 kcal per mole

```
! RIJCOSX wB97M-V def2-TZVPD def2/J DEFGRID3
* xyz 0 1
C -0.54 -2.40 0.92
C -0.81 -0.35 -0.87
C -1.31 0.79 -0.40
C -0.23 1.76 0.03
C 1.05 1.08 -0.49
C 0.68 -0.40 -0.66
O 0.93 -1.22 0.54
H -0.98 -1.72 1.69
H 0.14 -3.05 1.50
H -1.35 -1.22 -1.19
H -2.37 1.01 -0.30
H -0.22 1.92 1.12
H -0.38 2.75 -0.42
H 1.28 1.47 -1.49
H 1.94 1.25 0.13
H 1.26 -0.89 -1.45
H 0.92 -0.63 1.30
*
```

These are the Löwdin partial charges, in e, on atoms 1 to 2: 0.07 -0.09

# 7
The following is a quantum chemistry calculation of a cluster of 2 separate species, C6H10O in total, from the OMol25 dataset.

Largest force on an atom = 0.599 eV/A
HOMO-LUMO gap (spin up / spin down) = 0.2254 / 0.2618 Ha
HOMO energy (spin up / spin down) = -6.894 / -7.578 eV
Calculated total energy = -8427.3126 eV
Energy above the lowest of the compared OMol25 structures with the same formula, charge and spin = 90.58 kcal per mole

```
! RIJCOSX wB97M-V def2-TZVPD def2/J DEFGRID3
* xyz 0 1
O 0.00 2.01 -1.49
C -0.07 0.93 -0.77
C 1.23 0.49 -0.17
C 1.09 -0.28 1.14
C 0.00 -1.35 1.02
C -1.28 -0.73 0.53
C -1.30 0.31 -0.32
H -0.72 1.72 -2.19
H -1.09 0.39 -2.57
H 1.87 1.37 -0.09
H 1.67 -0.15 -0.95
H 0.82 0.41 1.95
H 2.05 -0.73 1.41
H 0.33 -2.14 0.32
H -0.16 -1.84 1.99
H -2.22 -1.16 0.86
H -2.23 0.75 -0.67
*
```

These are the Löwdin partial charges, in e, on atoms 1 to 2: -0.01 -0.36